Entry 1:
{"formula": "C45H66N2O21", "method": "ωB97M-V/def2-TZVPD", "elements": ["C", "C", "C", "C", "C", "C", "C", "C", "C", "C", "C", "N", "C", "C", "C", "C", "C", "C", "N", "H", "H", "H", "H", "H", "H", "H", "H", "H", "H", "H", "H", "H", "H", "H", "H", "H", "H", "H", "H", "H", "H", "H", "H", "C", "C", "C", "O", "C", "O", "O", "H", "H", "H", "H", "H", "H", "C", "C", "C", "O", "C", "O", "O", "H", "H", "H", "H", "H", "H", "C", "C", "C", "O", "C", "O", "O", "H", "H", "H", "H", "H", "H", "C", "C", "C", "O", "C", "O", "O", "H", "H", "H", "H", "H", "H", "C", "C", "C", "O", "C", "O", "O", "H", "H", "H", "H", "H", "H", "C", "C", "C", "O", "C", "O", "O", "H", "H", "H", "H", "H", "H", "C", "C", "C", "O", "C", "O", "O", "H", "H", "H", "H", "H", "H"], "coordinates": [[-2.763, 3.122, -0.863], [-1.274, 3.019, -1.291], [-1.040, 1.979, -2.409], [-1.025, 0.491, -1.942], [-0.394, 0.216, -0.556], [1.152, 0.039, -0.591], [1.904, 1.378, -0.827], [2.708, 1.792, 0.432], [3.630, 3.001, 0.134], [2.790, 4.280, 0.036], [3.102, 5.255, -0.967], [2.467, 6.379, -1.162], [1.409, 6.510, -0.305], [0.604, 7.687, -0.417], [-0.445, 7.934, 0.399], [-0.813, 6.983, 1.405], [-0.070, 5.855, 1.532], [1.075, 5.581, 0.691], [1.804, 4.422, 0.890], [-3.236, 2.132, -0.758], [-2.770, 3.703, 0.075], [-3.270, 3.768, -1.596], [-1.014, 4.007, -1.722], [-0.599, 2.912, -0.428], [-1.897, 2.074, -3.103], [-0.157, 2.252, -3.009], [-0.400, -0.055, -2.674], [-2.028, 0.041, -1.995], [-0.696, 0.918, 0.236], [-0.771, -0.769, -0.240], [1.423, -0.746, -1.304], [1.417, -0.290, 0.423], [2.676, 1.181, -1.599], [1.273, 2.197, -1.189], [3.301, 0.952, 0.826], [1.958, 2.030, 1.202], [4.096, 2.824, -0.846], [4.371, 3.104, 0.942], [3.968, 5.055, -1.610], [0.824, 8.429, -1.187], [-1.016, 8.857, 0.299], [-1.660, 7.120, 2.077], [-0.351, 5.127, 2.295], [1.494, 4.260, 4.362], [0.967, 5.012, 5.560], [2.023, 5.642, 6.426], [1.363, 5.707, 7.696], [0.459, 4.690, 7.725], [-0.133, 4.342, 8.694], [0.329, 4.125, 6.495], [0.741, 3.578, 3.966], [1.783, 4.944, 3.565], [2.360, 3.652, 4.630], [0.219, 5.745, 5.239], [2.314, 6.635, 6.090], [2.916, 5.023, 6.536], [3.851, -5.526, -0.837], [3.171, -4.177, -0.911], [3.446, -3.269, 0.252], [2.282, -2.420, 0.257], [1.272, -3.161, -0.283], [0.123, -2.854, -0.274], [1.744, -4.307, -0.832], [3.373, -6.233, -1.516], [4.906, -5.440, -1.101], [3.781, -5.946, 0.159], [3.406, -3.693, -1.865], [4.351, -2.678, 0.128], [3.488, -3.795, 1.207], [-3.059, -0.391, -7.009], [-1.565, -0.514, -6.824], [-1.055, -1.924, -6.723], [0.151, -1.751, -5.966], [-0.029, -0.648, -5.194], [0.700, -0.315, -4.311], [-1.149, 0.023, -5.555], [-3.394, 0.615, -6.758], [-3.337, -0.609, -8.040], [-3.596, -1.079, -6.353], [-1.046, 0.045, -7.605], [-0.843, -2.371, -7.692], [-1.719, -2.585, -6.159], [-3.662, -3.847, 1.641], [-3.354, -2.391, 1.389], [-3.680, -1.474, 2.536], [-3.890, -0.225, 1.866], [-4.320, -0.519, 0.610], [-4.751, 0.281, -0.157], [-4.188, -1.846, 0.350], [-3.710, -4.395, 0.698], [-2.901, -4.297, 2.274], [-4.627, -3.966, 2.128], [-2.313, -2.282, 1.067], [-2.870, -1.393, 3.261], [-4.603, -1.744, 3.055], [4.514, 1.934, -7.608], [3.076, 1.588, -7.913], [2.498, 0.490, -7.065], [1.467, -0.030, -7.911], [1.859, 0.200, -9.194], [1.326, -0.261, -10.151], [2.941, 1.023, -9.231], [4.959, 2.485, -8.437], [4.580, 2.540, -6.705], [5.113, 1.033, -7.465], [2.461, 2.492, -7.876], [2.082, 0.853, -6.127], [3.205, -0.316, -6.855], [-0.842, -8.306, 2.778], [-0.023, -7.220, 2.122], [0.676, -7.632, 0.855], [1.780, -6.719, 0.817], [2.060, -6.392, 2.106], [3.032, -5.797, 2.454], [1.092, -6.836, 2.944], [-1.049, -8.053, 3.818], [-1.786, -8.446, 2.253], [-0.303, -9.256, 2.782], [-0.642, -6.330, 1.968], [0.052, -7.522, -0.030], [1.074, -8.649, 0.890], [-3.144, -1.917, 8.264], [-3.676, -1.958, 6.852], [-5.176, -2.002, 6.742], [-5.359, -2.639, 5.471], [-4.276, -3.433, 5.267], [-4.186, -4.238, 4.396], [-3.312, -3.184, 6.190], [-2.093, -2.204, 8.286], [-3.245, -0.916, 8.684], [-3.680, -2.617, 8.907], [-3.254, -1.132, 6.272], [-5.634, -1.014, 6.750], [-5.648, -2.623, 7.507]], "mulliken_charge": [-1.45, 0.25, -0.76, 0.18, 0.11, -0.37, -0.43, -0.81, -1.00, 0.54, -0.67, -0.66, 0.65, -0.43, -0.45, -0.80, -0.17, -0.36, 0.15, 0.27, 0.37, 0.37, 0.34, -0.16, 0.60, 0.21, -0.53, 0.51, 0.60, -0.77, 0.31, 0.39, 0.27, -0.03, 0.38, 0.42, 0.48, 0.38, 0.39, 0.43, 0.38, 0.44, 0.57, -1.35, 0.55, -0.53, -0.33, 0.59, -0.54, -0.35, 0.35, 0.26, 0.43, 0.27, 0.30, 0.34, -1.39, 0.45, -0.50, -0.31, 0.62, -0.59, -0.34, 0.35, 0.46, 0.19, 0.44, 0.38, 0.23, -1.62, 0.77, -0.64, -0.28, 0.63, -0.60, -0.23, 0.38, 0.39, 0.36, 0.15, 0.32, 0.37, -1.89, 1.54, -0.39, -0.36, 0.59, -0.57, -0.44, 0.49, 0.36, 0.36, -0.24, 0.26, 0.27, -1.47, 0.54, -0.42, -0.17, 0.49, -0.55, -0.37, 0.38, 0.37, 0.36, 0.30, 0.27, 0.19, -1.56, 0.70, -0.61, -0.21, 0.61, -0.56, -0.38, 0.37, 0.38, 0.37, 0.19, 0.35, 0.29, -1.51, 0.59, -0.49, -0.31, 0.63, -0.52, -0.34, 0.37, 0.39, 0.34, 0.25, 0.31, 0.32], "e_homo_ev": -9.11, "smiles": "CCCCCCCCCc1cnc2ccccc2n1.C[C@@H]1COC(=O)O1.C[C@@H]1COC(=O)O1.C[C@@H]1COC(=O)O1.C[C@@H]1COC(=O)O1.C[C@@H]1COC(=O)O1.C[C@@H]1COC(=O)O1.C[C@@H]1COC(=O)O1", "e_tot_ev": -93715.4095, "orbital_gap_ev": 9.02}

***

Entry 2:
{"formula": "C17H13AsBiN2O2S4", "method": "ωB97M-V/def2-TZVPD", "elements": ["Bi", "C", "O", "C", "C", "C", "C", "C", "C", "N", "N", "C", "C", "O", "C", "C", "C", "C", "C", "C", "C", "C", "H", "H", "H", "H", "H", "H", "H", "H", "H", "H", "H", "H", "H", "S", "As", "S", "S", "S"], "coordinates": [[1.129, -2.597, -0.984], [3.414, -2.112, 1.832], [3.264, -1.685, 0.447], [3.273, -0.304, 0.336], [4.441, 0.393, 0.616], [4.461, 1.774, 0.558], [3.298, 2.460, 0.231], [2.141, 1.769, -0.067], [2.117, 0.375, -0.047], [0.961, -0.361, -0.430], [-0.032, 0.383, -0.760], [-1.279, -0.036, -1.007], [-1.752, -1.375, -0.925], [-1.009, -2.434, -0.984], [-3.165, -1.602, -0.787], [-4.043, -0.587, -0.909], [-3.618, 0.756, -1.186], [-4.548, 1.785, -1.397], [-4.133, 3.068, -1.656], [-2.763, 3.348, -1.708], [-1.836, 2.353, -1.499], [-2.242, 1.037, -1.231], [2.528, -1.824, 2.401], [4.312, -1.648, 2.239], [3.511, -3.192, 1.816], [5.322, -0.171, 0.890], [5.373, 2.312, 0.780], [3.291, 3.541, 0.204], [1.233, 2.293, -0.318], [-3.457, -2.617, -0.557], [-5.103, -0.777, -0.794], [-5.604, 1.548, -1.351], [-4.857, 3.856, -1.814], [-2.428, 4.355, -1.919], [-0.779, 2.571, -1.546], [0.517, -4.071, 4.141], [-0.457, -3.232, 2.476], [-0.110, -1.158, 2.136], [1.005, -4.225, 0.762], [-2.375, -3.966, 2.013]], "mulliken_charge": [0.96, -0.74, -0.41, 0.55, -0.47, -0.51, -0.85, -0.26, 0.08, -0.01, -0.10, 0.04, 0.81, -0.75, -0.63, -0.95, 0.92, -0.80, -0.51, -0.74, -0.46, 0.66, 0.21, 0.41, 0.26, 0.49, 0.37, 0.38, 0.39, 0.43, 0.34, 0.37, 0.38, 0.38, 0.37, -0.53, 0.41, -0.46, -0.50, -0.53], "e_homo_ev": -3.87, "e_tot_ev": -134936.3746, "orbital_gap_ev": 4.95, "charge": -1}

***

Entry 3:
{"formula": "C18H47FIN15O22PS", "method": "ωB97M-V/def2-TZVPD", "elements": ["F", "C", "C", "C", "N", "C", "N", "P", "S", "N", "C", "C", "C", "I", "N", "H", "H", "H", "H", "H", "H", "H", "H", "H", "H", "H", "H", "H", "H", "C", "N", "O", "O", "H", "H", "H", "C", "N", "O", "O", "H", "H", "H", "C", "N", "O", "O", "H", "H", "H", "C", "N", "O", "O", "H", "H", "H", "C", "N", "O", "O", "H", "H", "H", "C", "N", "O", "O", "H", "H", "H", "C", "N", "O", "O", "H", "H", "H", "C", "N", "O", "O", "H", "H", "H", "C", "N", "O", "O", "H", "H", "H", "C", "N", "O", "O", "H", "H", "H", "C", "N", "O", "O", "H", "H", "H"], "coordinates": [[4.242, -1.286, 1.492], [2.948, -0.873, 1.913], [2.292, 0.216, 0.907], [0.726, -0.099, 0.920], [-0.359, 0.615, 1.484], [-1.463, -0.291, 1.143], [-2.737, -0.059, 1.505], [-3.026, 1.427, 2.470], [-4.836, 2.007, 2.086], [-0.965, -1.398, 0.419], [-1.651, -2.603, -0.125], [-2.211, -3.443, 1.152], [-3.722, -3.922, 0.921], [-3.671, -6.102, 0.659], [0.387, -1.322, 0.259], [2.956, -0.377, 2.941], [2.270, -1.788, 2.010], [2.739, 0.148, -0.132], [2.414, 1.276, 1.285], [-3.482, -0.723, 1.269], [-2.094, 2.460, 2.115], [-2.865, 1.066, 3.863], [-0.873, -3.283, -0.622], [-2.447, -2.387, -0.902], [-2.208, -2.771, 2.081], [-1.469, -4.277, 1.345], [-4.368, -3.626, 1.807], [-4.079, -3.473, -0.058], [0.991, -2.007, -0.201], [-2.631, 4.527, -1.284], [-3.440, 3.281, -1.253], [-4.555, 3.323, -1.733], [-2.922, 2.297, -0.744], [-3.214, 5.311, -1.761], [-2.398, 4.792, -0.254], [-1.727, 4.317, -1.854], [5.690, -2.786, -0.841], [5.165, -3.969, -1.572], [5.969, -4.787, -1.966], [3.952, -4.030, -1.722], [6.773, -2.860, -0.783], [5.394, -1.899, -1.399], [5.249, -2.793, 0.153], [4.468, 4.482, 2.673], [3.394, 3.857, 1.857], [2.256, 3.909, 2.288], [3.732, 3.331, 0.808], [4.026, 4.906, 3.572], [5.184, 3.702, 2.927], [4.930, 5.260, 2.065], [-2.687, -2.893, -5.141], [-2.707, -2.711, -3.667], [-2.619, -1.573, -3.238], [-2.810, -3.717, -2.983], [-2.592, -1.919, -5.616], [-1.832, -3.525, -5.385], [-3.625, -3.368, -5.425], [1.113, -4.184, -3.646], [0.575, -4.617, -4.963], [0.064, -3.760, -5.674], [0.681, -5.792, -5.237], [0.949, -3.114, -3.536], [0.578, -4.739, -2.876], [2.177, -4.416, -3.633], [3.575, 4.797, 7.489], [3.922, 4.554, 6.065], [5.088, 4.326, 5.802], [3.006, 4.600, 5.255], [4.483, 4.725, 8.090], [3.146, 5.796, 7.556], [2.854, 4.037, 7.786], [-1.582, 0.306, -9.001], [-1.996, -0.576, -7.880], [-1.681, -0.231, -6.748], [-2.623, -1.583, -8.173], [-1.037, 1.156, -8.595], [-0.945, -0.281, -9.662], [-2.486, 0.634, -9.512], [7.013, 4.759, 11.353], [6.493, 4.280, 10.046], [5.944, 5.100, 9.325], [6.651, 3.104, 9.788], [6.803, 5.822, 11.446], [6.507, 4.195, 12.134], [8.087, 4.575, 11.365], [1.988, -1.080, -5.988], [1.668, 0.360, -6.162], [1.637, 1.052, -5.161], [1.459, 0.743, -7.299], [2.149, -1.278, -4.930], [1.140, -1.652, -6.362], [2.890, -1.289, -6.561], [-4.016, 6.944, 2.303], [-3.664, 6.682, 0.884], [-2.495, 6.435, 0.628], [-4.569, 6.732, 0.074], [-3.115, 6.865, 2.908], [-4.432, 7.949, 2.358], [-4.749, 6.196, 2.603], [-7.218, -7.421, -0.775], [-8.064, -8.643, -0.766], [-9.177, -8.557, -1.250], [-7.577, -9.644, -0.273], [-7.776, -6.612, -1.241], [-6.980, -7.179, 0.260], [-6.319, -7.648, -1.345]], "mulliken_charge": [-0.26, -0.22, 0.06, -0.02, -0.56, 0.22, 0.00, 0.14, -0.33, 0.66, -0.27, -0.61, -0.97, 0.01, -0.27, 0.27, 0.28, 0.35, -0.23, 0.30, 0.14, 0.13, 0.06, 0.18, 0.19, 0.53, 0.49, 0.43, 0.30, -0.84, 0.89, -0.52, -0.45, 0.31, 0.34, 0.29, -0.63, 0.85, -0.50, -0.53, 0.31, 0.26, 0.24, -0.64, 0.88, -0.48, -0.54, 0.16, 0.32, 0.30, -0.48, 1.07, -0.57, -0.54, 0.17, 0.12, 0.28, -0.76, 0.96, -0.59, -0.53, 0.21, 0.38, 0.31, -0.53, 0.93, -0.52, -0.57, 0.14, 0.30, 0.30, -0.80, 0.89, -0.49, -0.52, 0.32, 0.29, 0.30, -0.69, 0.86, -0.59, -0.50, 0.31, 0.28, 0.28, -0.63, 0.98, -0.55, -0.53, 0.20, 0.21, 0.32, -0.74, 0.89, -0.56, -0.48, 0.31, 0.29, 0.28, -0.62, 0.86, -0.51, -0.52, 0.31, 0.23, 0.25], "e_homo_ev": -11.32, "e_tot_ev": -117727.4722, "orbital_gap_ev": 8.50, "charge": 1}

***

Entry 4:
{"formula": "C3H3N2OP", "method": "ωB97M-V/def2-TZVPD", "elements": ["C", "C", "C", "N", "N", "O", "P", "H", "H", "H"], "coordinates": [[-2.127, 0.863, 0.758], [-1.229, 1.722, -1.661], [2.142, -2.162, 0.311], [-2.786, 0.211, 1.386], [-1.472, 1.292, -2.686], [-0.517, 2.937, 0.674], [-0.628, 1.646, 0.072], [3.243, -2.616, 0.340], [1.918, -1.078, 0.152], [1.456, -2.815, 0.655]], "mulliken_charge": [0.19, 0.19, -0.73, -0.25, -0.26, -0.43, 0.56, 0.23, 0.20, 0.31], "e_homo_ev": [-11.47, -9.31], "e_above_lowest_kj_mol": 443.8, "e_tot_ev": -17470.7669, "orbital_gap_ev": [10.84, 5.32]}